[1]
Density functional theory data (ωB97M-V with the def2-TZVPD basis set) for C28H38N4P2Ti as an isolated structure.

Summary:
Relative energy (zero: lowest compared OMol25 entry of this formula, charge and spin) = 52.1 kcal/mol
<S²> = 2.01
Total energy = -2840.6225 hartree
Multiplicity = 3
HOMO (spin up / spin down) = -7.08 / -8.05 eV
LUMO level (spin up / spin down) = -0.5 / -1.0 eV

Geometry (Å):
Ti -0.53301 2.29418 -1.50362
C 4.45932 1.92575 -1.16199
C 3.48404 1.19186 -1.69102
C 2.76300 0.02267 -1.08744
C 1.67138 0.60839 -0.19021
C 2.03099 1.54221 0.91667
C 3.11816 1.58142 1.66575
C 4.48381 1.12118 1.31757
C 5.19206 1.79605 0.14959
C 1.13014 3.67268 -1.02627
H 4.88331 2.73344 -1.79541
H 3.10223 1.52633 -2.63983
H 3.38097 -0.68042 -0.48860
H 2.28963 -0.64570 -1.84098
H 0.82450 1.08880 -0.89823
H 1.22663 -0.24731 0.33360
H 1.15852 2.20724 1.15712
H 2.96878 2.02161 2.66776
H 4.51304 0.01974 1.21121
H 5.02252 1.39746 2.23917
H 5.35846 2.81800 0.50932
H 6.20138 1.34216 0.10325
H 1.87762 3.27269 -1.76736
H 1.57095 3.70202 -0.00424
H 0.75912 4.67696 -1.32238
P -1.36621 0.97120 0.87215
P -0.34157 -1.64914 -1.56341
N -0.96682 0.79822 2.78575
N -3.10123 1.23745 1.31235
N 0.09304 -3.17763 -0.73636
N -1.16840 -2.56365 -2.83319
C -1.51367 -0.82621 0.82574
C -1.87683 -1.28734 -0.57529
C -0.48175 1.85873 3.52794
C -0.35671 1.49759 4.89376
C -0.82795 0.13891 4.98920
C -1.20632 -0.22985 3.68440
C -3.67685 2.44094 0.93086
C -4.97444 2.47571 1.43206
C -5.20097 1.26200 2.16369
C -4.01975 0.52114 2.08845
C 1.38320 -3.55537 -0.34298
C 1.28438 -4.72664 0.41066
C -0.11014 -5.08186 0.49266
C -0.81590 -4.09952 -0.19489
C -1.38180 -3.92021 -3.10268
C -2.38722 -4.02923 -4.06400
C -2.79172 -2.69580 -4.42232
C -2.02773 -1.81582 -3.65988
H -2.31641 -1.16936 1.49032
H -0.57778 -1.26931 1.18561
H -2.54694 -2.15648 -0.50852
H -2.41639 -0.52587 -1.15657
H -0.24457 2.79508 3.05399
H 0.01566 2.11622 5.70413
H -0.87924 -0.47930 5.88235
H -1.59486 -1.19430 3.37664
H -3.09567 3.13382 0.33499
H -5.66500 3.28768 1.28388
H -6.10182 0.96571 2.67079
H -3.78187 -0.45084 2.52184
H 2.24949 -2.96240 -0.61027
H 2.08681 -5.26218 0.86279
H -0.55965 -5.91470 0.98701
H -1.87999 -3.98027 -0.29931
H -0.81370 -4.68675 -2.61660
H -2.77754 -4.94590 -4.46991
H -3.53202 -2.41580 -5.14423
H -2.00477 -0.74464 -3.62159
C 0.25038 2.80280 -3.39606
H -0.25599 2.06716 -4.05367
H 1.33180 2.65801 -3.40339
H 0.00590 3.79858 -3.84233

---

[2]
Density functional theory data (ωB97M-V with the def2-TZVPD basis set) for C28H38N6Ru as an isolated structure.

Summary:
Relative energy (zero: lowest compared OMol25 entry of this formula, charge and spin) = 49.7 kcal/mol
Total charge = +1
<S²> = 0.77
Total energy = -1512.8490 hartree
Multiplicity = 2
HOMO (spin up / spin down) = -9.65 / -9.72 eV
LUMO level (spin up / spin down) = -4.0 / -3.9 eV

Geometry (Å):
Ru 0.34216 0.45861 -0.15682
C 0.84263 -3.05218 1.11795
C 2.19796 -3.06331 0.40375
C 2.53931 -1.75255 -0.34225
N 2.15923 -0.56751 0.40870
C 2.72536 -0.28993 1.57360
C 3.95374 -0.84375 1.96743
C 4.65167 -0.77354 3.16320
C 4.22972 -0.29798 4.38928
C 2.99865 0.29306 4.65731
C 2.04980 0.75059 3.77320
C 2.00744 0.72746 2.35407
N 1.23340 1.51800 1.64050
C 0.65363 2.71172 2.23020
C -0.84702 2.63815 2.47459
C -1.61630 2.58585 1.15539
N -1.59317 1.26597 0.55981
C -2.55961 0.40264 0.76725
C -3.62245 0.63054 1.67935
C -4.85428 0.02482 1.79422
C -5.44190 -0.91523 0.95588
C -4.81535 -1.60866 -0.07252
C -3.47706 -1.64774 -0.40206
C -2.38276 -0.87448 0.05661
N -1.12883 -1.16135 -0.20687
C -0.71748 -2.41723 -0.81020
C -0.33570 -3.46422 0.24581
H 0.64225 -2.05788 1.51867
H 0.89215 -3.73411 1.96840
H 2.23561 -3.88726 -0.31352
H 2.97162 -3.24994 1.14906
H 2.00913 -1.71365 -1.29332
H 3.60643 -1.75689 -0.59113
H 4.47053 -1.37960 1.18064
H 5.64044 -1.21699 3.14287
H 4.90027 -0.42450 5.22942
H 2.78009 0.46100 5.70584
H 1.17539 1.20411 4.22552
H 0.83078 3.52930 1.52549
H 1.16467 2.96895 3.15920
H -1.14609 3.53049 3.02836
H -1.09573 1.76276 3.08129
H -1.13762 3.26922 0.45002
H -2.63899 2.93777 1.29931
H -3.43273 1.41669 2.39886
H -5.47759 0.38660 2.60351
H -6.48618 -1.14099 1.12879
H -5.45195 -2.26917 -0.64942
H -3.22824 -2.38952 -1.14929
H 0.14540 -2.21154 -1.44439
H -1.48987 -2.85227 -1.44799
H -0.11168 -4.40136 -0.26995
H -1.20555 -3.63534 0.88586
C -1.29378 0.82844 -2.80363
C -1.42225 1.41002 -4.24003
N -0.09368 1.66755 -4.78145
C 0.56586 2.70433 -4.00155
C 0.61156 2.27803 -2.50434
N 0.12310 0.88932 -2.38981
C 0.92218 0.01311 -3.26912
C 0.69599 0.44395 -4.74806
H -1.60919 -0.21530 -2.76705
H -1.89337 1.38625 -2.08382
H -1.98062 2.34660 -4.23374
H -1.94085 0.71530 -4.90093
H 0.01617 3.63778 -4.12202
H 1.56939 2.84883 -4.40209
H -0.03187 2.91267 -1.89312
H 1.62779 2.32610 -2.10814
H 0.60491 -1.01838 -3.11216
H 1.97067 0.10438 -2.98257
H 0.15703 -0.32414 -5.30323
H 1.64565 0.62151 -5.25264

---

[3]
Density functional theory data (ωB97M-V with the def2-TZVPD basis set) for C28H39AsBrFNO2Si2V as an isolated structure.

Summary:
Relative energy (zero: lowest compared OMol25 entry of this formula, charge and spin) = 9.0 kcal/mol
Total charge = +2
Total energy = -7727.7163 hartree
HOMO (spin up / spin down) = -14.10 / -14.10 eV
LUMO level (spin up / spin down) = -7.5 / -7.5 eV

Geometry (Å):
V 0.14974 0.52329 0.27943
C -3.68115 0.74171 -0.37614
Si -2.39720 1.07169 -1.67629
C -3.08180 0.87855 -3.37770
C -1.63151 2.77875 -1.54805
C -0.92284 -0.11591 -1.37827
C 0.22685 0.31920 -2.21914
C 0.53900 0.12843 -3.55868
C 1.70289 0.69579 -4.04157
C 2.54669 1.43254 -3.20057
C 2.19805 1.58267 -1.88979
N 1.04750 1.03616 -1.42011
Si -1.30965 -2.00054 -1.41889
C 0.30653 -2.88540 -1.68199
C -2.43022 -2.43092 -2.82772
C -2.17264 -2.41714 0.17989
H -4.23289 1.65606 -0.13006
H -3.26008 0.33599 0.54596
H -4.41288 0.01764 -0.75569
H -3.87158 1.62723 -3.52397
H -3.52744 -0.10527 -3.53487
H -2.32272 1.04868 -4.14917
H -2.38240 3.53101 -1.28341
H -1.19142 3.06837 -2.50814
H -0.82376 2.84987 -0.81276
H -0.12170 -0.44890 -4.19254
H 1.97030 0.57153 -5.08432
H 3.46019 1.87438 -3.57312
H 2.81526 2.12256 -1.19587
H 0.48733 -3.00514 -2.75405
H 0.26854 -3.88860 -1.24614
H 1.17421 -2.37467 -1.25667
H -2.02738 -2.12083 -3.79731
H -3.43619 -2.01346 -2.71506
H -2.52917 -3.52445 -2.84800
H -1.81672 -1.83054 1.02913
H -2.05077 -3.47921 0.42520
H -3.24856 -2.23451 0.07913
C 3.44837 2.44137 1.39093
As 1.50991 2.54966 1.37567
C 1.18486 4.19608 0.40942
C 1.24570 3.12725 3.19879
H 3.79510 3.46052 1.53714
H 3.86157 2.01296 0.48749
H 3.74302 1.81839 2.22788
H 1.72250 4.96886 0.95173
H 0.12878 4.44923 0.38066
H 1.56724 4.12527 -0.60421
H 2.00454 3.87830 3.40133
H 1.37677 2.29016 3.87869
H 0.25683 3.55312 3.33292
F -3.81931 0.82146 4.49395
C -2.78806 0.94904 3.68121
C -2.79876 1.97471 2.75075
C -1.73199 2.09417 1.88041
C -0.66371 1.17802 1.94485
C -0.64860 0.19785 2.96071
C -1.72762 0.06353 3.80956
H -3.63498 2.66230 2.71978
H -1.74020 2.90005 1.16495
H 0.20114 -0.44972 3.10342
H -1.75032 -0.69509 4.58132
Br 5.33703 -2.42588 0.86134
C 3.71032 -3.31734 1.17088
C 3.79471 -4.68990 1.34450
C 2.65458 -5.44826 1.56752
C 1.40375 -4.84847 1.61528
C 1.30977 -3.48874 1.42303
C 2.45081 -2.70091 1.20616
C 2.25624 -1.26520 1.05008
O 3.05646 -0.39469 1.13026
O 0.90109 -0.87568 0.74633
H 4.76606 -5.16154 1.30566
H 2.74657 -6.51960 1.70155
H 0.51710 -5.44015 1.80207
H 0.34232 -3.00771 1.45332